This record from OMol25 describes a molecular structure, C39H42AsF6N8O7S4Y. The level of theory is the ωB97M-V functional and the def2-TZVPD basis.

Cartesian coordinates (Å):
Y -0.14732 -0.31138 -0.04897
N 1.45154 1.07436 1.25217
C 2.66531 1.49491 0.59057
C 3.55356 2.36355 1.22801
C 4.68940 2.79750 0.56378
C 4.93352 2.36016 -0.72853
C 4.06229 1.46935 -1.38670
C 4.30397 0.99496 -2.70120
C 3.37795 0.11482 -3.26988
C 2.25956 -0.25070 -2.55979
N 1.95707 0.17035 -1.29483
C 2.88378 1.02683 -0.70772
H 0.84420 1.88287 1.35295
H 1.63946 0.72918 2.18655
H 3.33602 2.68616 2.24088
H 5.38515 3.46974 1.05168
H 5.82050 2.69059 -1.25914
H 5.20001 1.30286 -3.22663
H 3.51346 -0.30833 -4.25753
H 1.55149 -0.93095 -3.01736
F -1.48313 2.52811 5.13035
C -1.16047 2.42063 3.84808
F 0.16812 2.29910 3.74981
F -1.52480 3.53674 3.21342
S -1.99891 0.97802 3.05470
O -1.39219 0.95147 1.73698
O -3.38027 1.31093 3.15336
N -1.64871 -0.24716 3.95441
S -0.53956 -1.32065 3.64667
O 0.33191 -0.97471 2.54452
O -1.02616 -2.65163 3.76776
C 0.57997 -1.11781 5.09954
F 1.59457 -1.97461 4.96855
F 1.07472 0.12085 5.15189
F -0.05922 -1.37337 6.23485
N -5.44925 -6.01505 1.31423
C -4.68989 -5.17841 1.09153
C -3.74391 -4.13968 0.81286
C -3.89788 -2.87608 1.37463
C -2.96699 -1.88669 1.09321
C -1.82835 -2.07688 0.29244
C -1.75505 -3.35646 -0.28753
C -2.66473 -4.37129 -0.04129
H -4.74157 -2.67579 2.02425
H -3.16164 -0.91643 1.53917
H -0.95365 -3.58534 -0.98398
H -2.55055 -5.34327 -0.50733
C 2.93579 -2.03711 0.91595
C 3.96829 -3.18870 1.04999
N 3.37587 -4.47457 0.67869
C 2.89492 -4.39890 -0.70371
C 1.88554 -3.23632 -0.86585
N 1.63983 -2.55944 0.43163
C 1.18447 -3.57794 1.40879
C 2.22014 -4.72055 1.53747
H 3.28505 -1.28687 0.21261
H 2.75989 -1.54784 1.87783
H 4.33901 -3.26781 2.07443
H 4.82748 -3.01020 0.40026
H 2.43740 -5.35819 -0.95275
H 3.74969 -4.26373 -1.36904
H 0.93835 -3.58098 -1.28103
H 2.27778 -2.49790 -1.55478
H 0.20778 -3.93826 1.09505
H 1.05654 -3.08824 2.36684
H 1.78841 -5.68263 1.25488
H 2.56951 -4.80748 2.56922
O -0.17008 2.09467 -0.72557
N 0.57208 2.68572 -1.63430
C 1.33792 3.73253 -1.27513
C 2.16546 4.34143 -2.18796
C 2.21412 3.87224 -3.49308
C 1.39853 2.81103 -3.84519
C 0.58331 2.23058 -2.89922
H 1.25518 4.01062 -0.23588
H 2.78794 5.16024 -1.85633
H 2.88007 4.32101 -4.21723
H 1.40600 2.39460 -4.84232
H -0.05207 1.37543 -3.08130
O 2.16408 -2.97492 -5.92313
S 0.95816 -3.51833 -5.35846
O 0.86968 -4.94442 -5.21853
N 0.62100 -2.76879 -3.92985
C -0.43567 -2.01755 -4.01705
S -1.09994 -1.01853 -2.80907
C -1.13622 -2.06940 -5.34862
C -2.30335 -1.43971 -5.74969
C -2.75288 -1.65162 -7.04672
C -2.05399 -2.47454 -7.92574
C -0.88559 -3.10957 -7.52339
C -0.45847 -2.88801 -6.23097
H -2.84138 -0.80477 -5.05772
H -3.66483 -1.17257 -7.38089
H -2.42852 -2.62200 -8.93078
H -0.33176 -3.75487 -8.19292
C -2.83112 2.07383 -2.66918
As -2.93927 0.90226 -1.09741
C -3.89947 2.13501 0.07223
C -4.44310 -0.22862 -1.62785
H -3.79007 2.55055 -2.87313
H -2.52618 1.48161 -3.53043
H -2.08514 2.84287 -2.47292
H -4.80823 2.49404 -0.41121
H -3.25314 2.98103 0.30715
H -4.15260 1.62770 0.99851
H -5.18855 0.34564 -2.17934
H -4.89650 -0.64176 -0.72728
H -4.07391 -1.04929 -2.23984

Atoms 1-3, force components in eV/Å:
0.600 0.149 -0.173
0.189 0.097 0.044
-0.027 0.037 -0.073

Results
E_tot   -6942.2687 a.u.
LUMO level (alpha / beta)   1.933 / 1.874 eV
Total charge   -1
Frontier orbital gap (alpha / beta)   4.84 / 7.73 eV
2S+1   2



This record from OMol25 describes a molecular structure, C14H30AlBBr5CaF12NO9P in a non-equilibrium geometry. The level of theory is the ωB97M-V functional and the def2-TZVPD basis.

Cartesian coordinates (Å):
O 1.91561 -6.02059 2.28913
C 1.34684 -5.62666 1.34689
O 1.89625 -4.58620 0.61095
O 0.11580 -6.16545 0.83601
N -0.95051 -5.94767 1.70732
C -2.14987 -6.59026 1.00053
O -2.99198 -7.20452 1.62645
F -2.27822 -6.53152 -0.31124
C -1.19043 -4.46399 1.91872
O -1.73418 -3.80676 1.15136
F -0.77589 -3.75837 3.14651
H 1.10752 -4.11938 0.25529
Ca -1.77725 -5.84147 3.87902
C 5.10629 0.77238 1.94506
C 3.64832 0.86795 1.52998
O 3.21000 -0.22544 0.72625
C 3.29633 -1.51702 1.31470
C 2.48144 -1.66194 2.58606
H 5.75065 0.70434 1.06408
H 5.39419 1.65159 2.52420
H 5.29967 -0.10787 2.55881
H 3.51240 1.76808 0.92616
H 2.99842 0.98151 2.40257
H 4.34309 -1.78367 1.48833
H 2.92142 -2.22108 0.56927
H 2.81906 -0.98821 3.37384
H 2.56036 -2.68530 2.96139
H 1.42813 -1.43693 2.39119
C 2.76038 1.53006 -2.47276
Br 0.97538 2.26467 -2.58084
Br 3.24800 0.59647 -4.08992
Br 4.08551 2.86744 -1.98677
H 2.75250 0.79774 -1.66755
C 0.52381 4.78287 -5.50471
O 1.06837 5.86829 -5.92296
H 0.98739 4.27299 -4.61829
H -0.53799 4.83922 -5.20501
H 0.48911 3.89111 -6.24558
Br 6.57155 5.12610 -0.14953
C 7.08618 6.58567 -1.33466
C 6.30423 6.52608 -2.61601
Br 6.99720 5.11700 -3.77293
H 8.16165 6.51379 -1.48154
H 6.85912 7.49991 -0.78703
H 6.41482 7.44865 -3.18593
H 5.24607 6.32387 -2.46552
B -1.73241 1.66363 -7.28898
F -1.04512 1.04640 -8.34087
F -0.77766 2.24316 -6.37503
F -2.56243 2.68927 -7.78662
F -2.50018 0.72025 -6.58573
O 0.02591 8.43124 -6.87898
H 0.54880 7.66885 -6.51548
H -0.91316 8.39167 -6.59474
H 0.10159 8.48649 -7.85728
C -4.97679 -1.18834 3.87487
C -5.26037 -2.20393 4.96605
C -5.52719 -1.52856 6.29937
O -4.13188 -3.09412 5.09907
H -4.08721 -0.59474 4.11697
H -4.77659 -1.69103 2.92550
H -5.82042 -0.51167 3.73876
H -6.11987 -2.81293 4.68374
H -4.65744 -0.94733 6.62382
H -5.71892 -2.27222 7.07541
H -6.38731 -0.86154 6.23558
H -3.36518 -2.56320 5.34949
F -8.96957 -3.77558 3.00278
P -7.78540 -4.29129 2.02511
F -8.96060 -4.76389 1.01774
F -6.27012 -4.64407 2.51700
F -7.13106 -4.06924 0.55460
F -7.95307 -5.73102 2.74317
F -7.38988 -2.74010 2.31993
Al 6.84670 2.63638 -2.67654

Atoms 1-3, force components in eV/Å:
-0.808 -1.031 0.900
2.664 1.865 -0.659
-3.119 -1.526 0.545

Results
E_tot   -16636.8718 a.u.
LUMO level   -13.234 eV
Total charge   +3
Frontier orbital gap   1.01 eV



This record from OMol25 describes a molecular structure, C17H13BrClNaO3P in a non-equilibrium geometry. The level of theory is the ωB97M-V functional and the def2-TZVPD basis.

Cartesian coordinates (Å):
C 4.35480 0.03253 1.08775
C 2.87585 -0.41814 1.66441
C 2.28806 -1.79980 0.92687
Br 3.79626 -3.15572 0.69600
C 1.69573 -1.27029 -0.53428
C 2.70736 -1.26127 -1.86590
C 2.22316 -0.72439 -3.36588
C 0.68192 -0.16852 -3.49010
C -0.31205 -0.20400 -2.18001
C 0.14336 -0.75981 -0.67245
C -0.98967 -0.74400 0.51384
O -1.02106 -1.67875 1.46582
C -2.14996 0.43494 0.47678
C -2.58628 0.98241 -1.04164
C -3.73734 2.16198 -1.09168
C -4.45627 2.78029 0.24717
C -3.99185 2.15512 1.70443
C -2.84138 0.98028 1.86366
P -2.43828 0.39109 3.63437
O -0.69930 0.20834 3.88575
Cl -3.40348 -1.53881 3.82660
C -1.85680 0.38756 -2.42420
O -2.44664 0.42031 -3.64166
H 5.20739 -0.40068 1.78157
H 4.58739 -0.38753 0.00123
H 4.48573 1.20665 1.00361
H 2.80105 -0.45574 2.83158
H 2.12260 0.44145 1.31943
H 1.49385 -2.35510 1.58273
H 3.83289 -1.64648 -1.82133
H 3.00646 -0.76702 -4.26593
H 0.33243 0.24617 -4.53629
H -4.03426 2.58771 -2.14700
H -5.28098 3.62234 0.18970
H -4.47964 2.59459 2.67468
H -0.63004 -0.61673 4.48405
Na -1.28098 -1.28098 -4.78369

Atoms 1-3, force components in eV/Å:
0.697 -0.195 0.004
-0.578 0.951 -1.109
-0.312 1.529 -0.120

Results
E_tot   -4418.3432 a.u.
LUMO level   -5.173 eV
Total charge   +1
Frontier orbital gap   6.13 eV



This record from OMol25 describes 2 unconnected molecules or ions with the total composition C3H9NO2 in a non-equilibrium geometry. The level of theory is the ωB97M-V functional and the def2-TZVPD basis.

Cartesian coordinates (Å):
C 0.09854 -1.95397 0.05886
C -0.90693 -1.06150 -0.46460
N -0.48698 0.19264 -0.70889
O -2.02289 -1.30047 -0.69507
H 0.71950 -1.55934 0.84026
H 0.81291 -2.36295 -0.69090
H -0.18716 -2.83431 0.54696
H -1.27035 0.77581 -1.13232
H 0.37950 0.53446 -0.53630
C 1.27967 2.40195 0.40616
O 1.46434 1.18350 1.12791
H 1.25483 2.12390 -0.65145
H 0.42234 2.82305 0.85438
H 2.18963 2.91232 0.61173
H 0.72847 0.85551 1.65456

Atoms 1-3, force components in eV/Å:
2.962 -1.725 0.166
2.691 1.859 0.279
-4.019 1.149 -1.782

Results
E_tot   -324.9038 a.u.
LUMO level   0.722 eV
Frontier orbital gap   10.58 eV
SMILES string   CC(N)=O.CO



This record from OMol25 describes 2 unconnected molecules or ions with the total composition C4H5NO3 in a non-equilibrium geometry. The level of theory is the ωB97M-V functional and the def2-TZVPD basis.

Cartesian coordinates (Å):
C -0.38525 -1.41024 -0.15569
C -1.12393 -0.38457 -0.25465
C -2.25704 0.43862 -0.03262
C 1.19337 0.42017 0.21167
N 2.14014 -0.50322 0.06790
O -3.33367 0.05730 0.37811
O 0.52803 -2.16006 -0.11909
O -2.05722 1.85064 -0.28328
H 0.47719 0.40879 0.99698
H 1.09712 1.18343 -0.50519
H 2.46433 -0.86293 -0.85070
H -1.11852 2.16227 -0.25856
H 2.37545 -1.20019 0.80514

Atoms 1-3, force components in eV/Å:
-0.929 0.986 -0.359
1.365 -0.340 -0.140
-0.596 0.988 0.701

Results
E_tot   -435.7709 a.u.
LUMO level (alpha / beta)   -0.497 / -0.496 eV
Frontier orbital gap (alpha / beta)   8.38 / 8.38 eV



This record from OMol25 describes a molecular structure, C27H20ClF3N2NiS5Sb. The level of theory is the ωB97M-V functional and the def2-TZVPD basis.

Cartesian coordinates (Å):
Ni -0.09644 -0.71652 -0.43521
S -4.63646 -1.24530 5.03829
C -3.58304 -1.31204 3.75759
S -4.06584 -1.13268 2.10950
C -2.47888 -1.22483 1.37999
C -1.45290 -1.37239 2.24387
S 0.22114 -1.45753 1.73148
S -1.88330 -1.51577 3.92675
S -2.29194 -1.19045 -0.37296
F -6.03430 4.92696 -0.67192
C -4.86692 4.28045 -0.43306
C -3.69141 4.85542 -0.86751
C -2.49767 4.19091 -0.61510
C -2.48266 2.97622 0.06306
C -3.69664 2.41534 0.45700
C -4.89920 3.06808 0.22267
Sb -0.69315 1.85110 0.40934
C 0.70200 3.39502 -0.17540
C 1.60153 3.12177 -1.20312
C 2.54943 4.05507 -1.60669
C 2.57607 5.27466 -0.96503
F 3.49652 6.19386 -1.34512
C 1.69765 5.59747 0.05041
C 0.76269 4.64684 0.43757
C -0.56637 2.26446 2.52336
C 0.62248 2.67669 3.12179
C 0.72561 2.82226 4.49974
C -0.38272 2.54751 5.27295
F -0.28806 2.69181 6.61689
C -1.57684 2.12645 4.72759
C -1.65336 1.98255 3.34904
H -3.71745 5.80035 -1.39402
H -1.57115 4.63305 -0.96101
H -3.72251 1.44003 0.93030
H -5.84571 2.64113 0.52616
H 1.55641 2.16721 -1.71574
H 3.25151 3.84882 -2.40376
H 1.75236 6.57055 0.52056
H 0.07251 4.88709 1.23884
H 1.49124 2.89962 2.51173
H 1.64491 3.14212 4.97277
H -2.41663 1.89074 5.36830
H -2.58863 1.63113 2.92630
N 6.00681 0.30646 -0.79396
C 4.66137 0.02030 -0.69113
C 4.01862 -0.80140 -1.61757
C 2.66092 -1.01110 -1.50785
N 1.89872 -0.47133 -0.55163
C 2.52458 0.29954 0.35075
C 3.87381 0.57327 0.31621
H 6.56620 -0.34198 -1.32166
H 6.45709 0.64825 0.03831
H 4.57233 -1.27348 -2.41912
H 2.15628 -1.65533 -2.21282
H 1.90296 0.69740 1.14220
H 4.30646 1.21814 1.07052
Cl -1.01580 1.19932 -2.83703
C -0.36270 -0.44588 -2.35391
H 0.54031 -0.52350 -2.96029
H -1.09264 -1.15179 -2.75062

Atoms 1-3, force components in eV/Å:
0.020 -0.644 -0.207
0.035 -0.029 -0.057
-0.058 0.061 0.073

Results
E_tot   -5649.7832 a.u.
LUMO level (alpha / beta)   2.073 / 2.073 eV
Total charge   -1
Frontier orbital gap (alpha / beta)   5.82 / 5.83 eV



This record from OMol25 describes 3 unconnected molecules or ions with the total composition C35H76FIN2O11P2 in a non-equilibrium geometry. The level of theory is the ωB97M-V functional and the def2-TZVPD basis.

Cartesian coordinates (Å):
H -3.13101 -8.48460 -0.13770
N -2.20283 -8.24763 -0.50179
C -2.31286 -7.49792 -1.54085
C -3.77059 -7.05822 -2.01803
C -1.12838 -6.92714 -2.39025
C 0.22041 -6.69274 -1.59840
C 1.40288 -6.29104 -2.56604
C 0.95729 -5.32115 -3.76121
C 2.26513 -5.13606 -4.67475
N 1.79724 -4.53710 -5.96442
C -0.09346 -5.58100 -0.49546
O 0.76559 -4.43879 -0.59176
C 0.06542 -3.21179 -0.37348
C -0.66397 -3.10474 1.02170
C 0.26953 -3.40084 2.27258
C 0.24728 -2.24432 3.37761
C 1.19454 -2.07559 -0.37338
C 0.60740 -0.60697 -0.28098
C 1.30533 0.31884 0.78822
F 0.38657 0.61149 1.84075
C -0.87048 -2.87306 -1.62725
C -2.32579 -2.37271 -1.24946
C -3.13264 -2.28143 -2.62956
C -2.65677 -1.06217 -3.51876
C -2.87308 -1.30109 -5.06833
O -2.13267 -2.43574 -5.55340
C -1.18963 -2.05365 -6.55371
C 0.11581 -1.42018 -5.87199
O 0.67289 -7.84537 -0.84169
C 0.59037 -9.03958 -1.59677
I 2.33583 -10.24717 -1.00008
H -4.07785 -7.63845 -2.92526
H -3.77757 -5.94136 -2.19797
H -4.49441 -7.23997 -1.18230
H -1.01211 -7.54966 -3.32380
H -1.46878 -5.91125 -2.75441
H 1.86838 -7.18180 -3.08754
H 2.26356 -5.79464 -2.02843
H 0.19386 -5.79311 -4.43523
H 0.69549 -4.29333 -3.41028
H 2.75014 -6.13350 -4.86912
H 2.92218 -4.42597 -4.09988
H 2.64488 -4.36813 -6.50753
H 1.18637 -5.19237 -6.45557
H 0.09472 -6.04204 0.52273
H -1.18872 -5.29697 -0.48271
H -1.12853 -2.09146 1.20478
H -1.52807 -3.83126 1.09052
H -0.10646 -4.32571 2.80050
H 1.34264 -3.58291 1.99853
H -0.42822 -1.38942 3.11495
H 1.29847 -1.87348 3.55988
H -0.08560 -2.66277 4.37401
H 1.77042 -2.16821 -1.33526
H 1.91200 -2.23619 0.48542
H 0.77879 -0.12873 -1.29294
H -0.49505 -0.55038 -0.09938
H 1.48063 1.31488 0.28598
H 2.26861 -0.10286 1.18034
H -1.02412 -3.78867 -2.27432
H -0.31241 -2.14559 -2.28669
H -2.35160 -1.41390 -0.67179
H -2.87690 -3.15350 -0.64751
H -4.24311 -2.31349 -2.46624
H -2.87846 -3.21663 -3.21832
H -3.18559 -0.13284 -3.17401
H -1.55124 -0.85264 -3.39852
H -2.46327 -0.38902 -5.60241
H -3.97166 -1.35090 -5.29900
H -1.60744 -1.36309 -7.33803
H -0.82444 -2.97103 -7.10171
H 0.16672 -1.76441 -4.80942
H -0.00851 -0.29989 -5.88406
H 1.02205 -1.68283 -6.47128
H 0.69492 -8.90648 -2.70262
H -0.32008 -9.65567 -1.39446
C -2.36965 2.07636 1.47444
C -3.82804 2.49081 1.41637
O -4.04717 3.74089 2.05077
P -3.40035 5.10614 1.37031
O -4.28095 5.19935 0.12696
O -4.17946 6.24820 2.28778
C -5.04582 7.19906 1.67552
C -6.47434 6.68942 1.60525
O -2.18696 5.12263 2.57926
C -0.82654 5.25718 2.16108
C -0.61123 6.38862 1.17568
H -1.77046 2.70148 0.80304
H -2.24366 1.03851 1.16255
H -1.96993 2.18969 2.48357
H -4.18012 2.52400 0.38111
H -4.43515 1.75468 1.94837
H -4.67183 7.48102 0.68812
H -5.01795 8.10679 2.28371
H -6.53224 5.65030 1.27631
H -7.07146 7.30006 0.92395
H -6.94029 6.72398 2.59299
H -0.47945 4.31132 1.73563
H -0.23284 5.44193 3.05960
H -1.17604 6.22373 0.24887
H 0.44519 6.47127 0.91263
H -0.94912 7.33762 1.59692
C 3.31424 8.87496 4.97268
C 2.49055 7.75916 4.35459
O 3.27366 6.90888 3.53063
P 4.42974 5.95111 4.23451
O 3.51800 4.96846 4.96377
O 4.80030 4.99444 2.93115
C 4.59469 3.58565 2.98774
C 3.20216 3.21015 2.51654
O 5.64688 7.01052 3.66249
C 6.62650 7.46422 4.59747
C 7.23268 6.34421 5.41969
H 3.97698 8.47766 5.74904
H 2.66956 9.62264 5.43698
H 3.93538 9.36446 4.21993
H 1.98786 7.17431 5.13011
H 1.71843 8.19442 3.71569
H 4.79351 3.20616 3.99296
H 5.33498 3.11865 2.33318
H 2.43065 3.86502 2.92622
H 2.96082 2.18103 2.79281
H 3.13009 3.29815 1.42918
H 6.18482 8.22037 5.25247
H 7.41307 7.95783 4.02201
H 6.47210 5.84023 6.02975
H 7.99648 6.73450 6.09458
H 7.68176 5.58890 4.77203

Atoms 1-3, force components in eV/Å:
0.241 0.144 -0.112
0.443 0.725 -1.253
-1.494 0.081 0.252

Results
E_tot   -3396.4370 a.u.
LUMO level   -1.084 eV
Frontier orbital gap   8.01 eV
SMILES string   [H]/N=C(\C)C[C@@](CCCN)(CO[C@@](CCC)(CCCF)CCCCCOCC)OCI.CCOP(=O)(OCC)OCC.CCOP(=O)(OCC)OCC